Record 1
Density functional theory data (ωB97M-V/def2-TZVPD) for C23H33AsN2OOsS as an isolated structure.

The geometry in ORCA input format:
```
! RIJCOSX wB97M-V def2-TZVPD def2/J DEFGRID3
* xyz 4 1
Os -0.975 -0.360 0.708
As 1.128 -1.477 0.132
S -1.662 2.463 -1.064
O -0.863 1.593 -0.052
N -1.795 -2.125 1.086
N -1.115 -0.372 2.983
C 1.817 6.089 -4.412
C -2.388 3.746 -0.051
C 1.319 5.057 -2.163
C -2.184 -2.450 2.357
C -2.197 -2.909 0.065
C -1.809 -1.601 3.384
C 1.317 -3.309 0.817
C -0.799 3.608 -3.335
C -2.863 -3.069 4.979
C 2.491 1.050 0.463
C -2.139 -1.898 4.682
C -2.959 -3.597 2.625
C -0.485 3.491 -1.972
C 2.746 -1.815 -2.278
C -3.010 -4.014 0.244
C 2.772 -3.769 0.870
C -0.074 4.468 -4.122
C -3.293 -3.890 3.969
C 1.028 5.221 -3.561
C 0.585 4.211 -1.386
C 2.597 -0.422 0.857
C -3.386 -4.372 1.529
C 1.314 -1.537 -1.826
H 3.530 -0.857 0.497
H 1.173 6.850 -4.897
H 3.283 1.618 0.950
H 2.159 5.538 -5.307
H -3.096 -3.300 6.010
H -3.890 -4.767 4.185
H 0.824 4.112 -0.334
H -1.643 4.193 0.606
H 2.576 -0.541 1.942
H 0.876 -3.324 1.815
H 3.086 -2.804 -1.978
H 0.971 -0.570 -2.199
H -1.664 0.430 3.298
H -1.851 -2.631 -0.925
H 3.361 -3.193 1.582
H 2.132 5.624 -1.726
H -3.198 3.298 0.524
H -3.330 -4.588 -0.614
H -0.222 -0.302 3.472
H 2.794 -4.807 1.202
H 3.259 -3.747 -0.102
H 0.631 -2.310 -2.184
H 1.533 1.475 0.769
H -4.015 -5.239 1.696
H -0.326 4.585 -5.170
H -1.615 3.038 -3.763
H -2.813 4.501 -0.717
H 2.648 6.574 -3.910
H -1.843 -1.232 5.485
H 0.718 -3.945 0.163
H 2.783 -1.798 -3.368
H 3.453 -1.070 -1.915
H 2.601 1.176 -0.616
*
```

Results
Highest occupied orbital energy (alpha / beta) = -18.9 / -18.9 eV
HOMO-LUMO gap (alpha / beta) = 2.8 / 2.7 eV
LUMO (alpha / beta) = -16.10 / -16.16 eV
ΔE to the lowest compared entry with this formula, charge and spin = 183.4 kJ/mol
DFT total energy = -103510.5904 eV



Record 2
Density functional theory data (ωB97M-V/def2-TZVPD) for C31H44BrMnN3P2 as an isolated structure.

The geometry in ORCA input format:
```
! RIJCOSX wB97M-V def2-TZVPD def2/J DEFGRID3
* xyz 2 6
Br -0.434 -5.328 -4.961
Mn 0.063 0.546 -1.407
P -0.497 2.935 -0.841
P -2.402 -0.683 -1.147
N 1.308 -0.353 0.619
N 5.520 2.563 -2.777
N 0.282 -2.662 5.296
C -3.006 0.448 -3.641
C -2.246 -2.489 -1.500
C 4.374 2.856 -3.403
C -1.666 4.517 1.380
C -1.800 3.573 -1.991
C 0.734 -2.155 4.344
C 1.427 -2.312 1.989
C -1.279 3.140 0.824
C 1.989 0.399 -1.914
C 0.805 4.227 -0.819
C 1.301 0.425 1.722
C 3.098 1.362 -2.006
C -3.432 -3.078 -2.261
C 1.045 -1.159 -3.731
C 4.267 1.180 -1.252
C 1.976 3.904 0.098
C -0.121 -2.571 -5.337
C 0.345 -3.713 -4.657
C 1.149 -1.533 3.118
C 3.120 2.362 -2.992
C 1.131 -0.134 2.990
C -2.883 -1.143 1.611
C 0.226 -1.313 -4.867
C 1.093 0.172 -3.068
C 1.318 -3.561 -3.653
C 1.518 -1.685 0.754
C 5.462 1.764 -1.697
C -1.855 -0.588 0.624
C 1.678 -2.292 -3.200
C -1.341 3.794 -3.429
C -1.842 -0.017 -2.747
H -0.768 -2.666 -6.205
H -2.636 1.134 -4.412
H 1.505 -3.409 2.036
H -2.296 4.355 2.266
H -4.357 -3.007 -1.676
H -2.611 2.826 -1.971
H 1.792 -4.445 -3.243
H -3.814 0.936 -3.082
H -2.558 -0.916 2.633
H 1.375 1.505 1.586
H -3.241 -4.140 -2.455
H 0.313 5.175 -0.544
H -0.227 -0.413 -5.306
H -2.175 2.503 0.784
H -2.095 -2.992 -0.534
H -2.964 -2.231 1.563
H 4.423 3.490 -4.298
H 1.163 4.346 -1.853
H 4.274 0.494 -0.405
H 2.529 3.023 -0.259
H 2.447 -2.211 -2.438
H 6.404 1.544 -1.194
H 1.635 3.700 1.115
H -0.578 2.664 1.523
H -0.845 2.917 -3.871
H 0.894 1.006 -3.756
H -3.883 -0.732 1.443
H 2.300 -0.490 -1.354
H 1.721 -2.270 -0.156
H -1.642 0.468 0.872
H -1.199 0.927 -2.580
H -2.266 5.105 0.675
H 2.652 4.763 0.133
H -0.645 4.635 -3.492
H -2.208 4.497 -1.541
H -0.915 -1.149 0.683
H 0.938 0.510 3.832
H -2.204 4.042 -4.061
H -1.291 -0.802 -3.274
H -3.603 -2.596 -3.233
H -3.437 -0.408 -4.170
H -1.328 -2.605 -2.095
H -0.800 5.114 1.707
H 2.210 2.688 -3.497
*
```

Results
Highest occupied orbital energy (alpha / beta) = -13.7 / -13.6 eV
HOMO-LUMO gap (alpha / beta) = 7.0 / 4.7 eV
LUMO (alpha / beta) = -6.73 / -8.98 eV
<S²> = 8.925
ΔE to the lowest compared entry with this formula, charge and spin = 242.3 kJ/mol
DFT total energy = -157252.6443 eV



Record 3
Density functional theory data (ωB97M-V/def2-TZVPD) for C25H27Br2F5N7O4PPbSe as an isolated structure.

The geometry in ORCA input format:
```
! RIJCOSX wB97M-V def2-TZVPD def2/J DEFGRID3
* xyz 2 1
Pb -2.404 0.018 0.471
Br 3.248 -0.374 4.547
Br -3.111 3.627 6.496
Se -1.518 -1.515 -2.698
P 0.102 0.894 -1.783
F 1.952 -3.266 -6.145
F 2.284 -4.951 -1.769
F -0.149 -1.755 -5.413
F 3.175 -4.849 -4.324
F 0.148 -3.487 -1.024
O -0.733 1.744 -0.720
O -0.609 -0.530 -1.412
O 1.499 0.813 -1.103
O -0.006 1.259 -3.187
N -1.592 -3.149 1.523
N -3.350 -4.465 1.323
N -2.749 1.170 2.608
N -2.068 -4.347 1.578
N -2.635 -2.387 1.209
N -0.505 -0.134 1.869
N -1.280 -5.435 1.793
C 0.566 -0.836 1.476
C -0.793 3.235 -0.621
C 0.572 -3.428 -2.298
C -2.975 2.638 4.925
C -4.046 2.565 4.045
C 0.418 -2.543 -4.515
C 3.592 -0.202 -0.648
C -3.881 1.819 2.897
C 1.709 -0.942 2.242
C 2.701 -0.240 -2.986
C 0.146 3.885 -1.619
C -1.794 1.966 4.631
C -0.486 0.491 3.062
C 1.737 -0.289 3.462
C -0.379 3.539 0.806
C -3.685 -3.204 1.089
C -1.714 1.237 3.458
C -0.067 -2.596 -3.211
C 1.672 -4.178 -2.658
C 1.504 -3.311 -4.902
C 3.436 1.938 -1.970
C 0.626 0.433 3.880
C -2.238 3.600 -0.894
C 2.132 -4.124 -3.969
C 2.839 0.570 -1.714
H 2.898 2.455 -2.765
H -4.687 1.740 2.177
H 3.701 -0.492 -3.340
H 4.475 1.828 -2.280
H -1.859 -6.202 2.109
H -2.917 3.070 -0.218
H 3.117 -1.168 -0.468
H 2.552 -1.517 1.890
H -4.977 3.074 4.245
H 4.614 -0.380 -0.978
H -4.683 -2.899 0.829
H 0.499 -1.326 0.517
H -1.066 3.080 1.521
H -0.097 3.611 -2.644
H 1.184 3.623 -1.413
H 2.179 0.309 -3.770
H -0.395 4.616 0.971
H 0.048 4.965 -1.520
H 0.631 3.175 0.999
H -0.508 -5.192 2.398
H -2.512 3.368 -1.923
H 3.413 2.543 -1.064
H -2.383 4.667 -0.729
H -0.965 2.032 5.317
H 3.626 0.363 0.284
H 2.169 -1.172 -2.791
H 0.646 0.927 4.838
*
```

Results
Highest occupied orbital energy = -14.3 eV
HOMO-LUMO gap = 7.9 eV
LUMO = -6.38 eV
ΔE to the lowest compared entry with this formula, charge and spin = 0.0 kJ/mol
DFT total energy = -278527.0220 eV



Record 4
Density functional theory data (ωB97M-V/def2-TZVPD) for C25H16Br4ClN6O6ReSSe as an isolated structure.

The geometry in ORCA input format:
```
! RIJCOSX wB97M-V def2-TZVPD def2/J DEFGRID3
* xyz 1 2
Re -0.519 0.115 0.354
Br -5.467 0.424 1.050
Br -6.293 3.435 2.258
Br -0.793 4.991 1.731
Br -3.949 5.731 2.593
Se 2.488 -1.254 -0.589
Cl -1.558 -5.490 -0.860
S -0.151 0.577 -2.027
O -0.366 -4.764 3.591
O -0.683 2.101 0.774
O -0.996 -6.197 2.024
O -0.050 -2.087 3.734
O -0.432 -0.395 2.324
O -2.462 0.368 0.448
N 0.983 2.941 -1.312
N 4.007 -0.909 0.212
N 1.571 -0.123 0.482
N -0.718 -1.969 0.305
N -1.061 -2.916 -0.600
N 2.063 1.690 -2.903
C 2.116 1.378 2.351
C 3.148 2.637 -3.134
C -4.527 3.043 1.784
C -0.590 -2.583 1.480
C -3.511 4.040 1.929
C -2.208 3.761 1.592
C -0.664 -2.722 -4.278
C -0.430 -3.070 -2.956
C -0.332 -1.666 2.634
C 3.131 1.834 3.121
C -1.112 -4.117 0.007
C -4.216 1.795 1.295
C -0.809 -3.957 1.357
C 2.435 0.430 1.331
C -1.732 -1.892 -4.600
C -2.355 -1.761 -2.281
C 4.495 1.397 2.954
C -1.889 2.482 1.120
C -2.573 -1.411 -3.605
C -2.887 1.514 0.950
C -1.281 -2.580 -1.981
C 1.058 1.847 -2.049
C 4.837 0.502 2.006
C -0.740 -5.075 2.358
C 3.801 -0.015 1.156
H -3.406 -0.768 -3.858
H 4.003 2.093 -3.523
H 3.455 3.101 -2.198
H 0.393 -3.721 -2.685
H 0.281 3.005 -0.582
H 1.994 0.880 -3.499
H 1.679 3.667 -1.367
H 5.851 0.151 1.874
H 2.862 3.411 -3.848
H -0.017 -3.105 -5.056
H 5.253 1.789 3.618
H -0.213 -3.795 3.715
H 2.911 2.548 3.903
H 1.095 1.699 2.501
H -1.914 -1.627 -5.633
H -3.008 -1.407 -1.492
*
```

Results
Highest occupied orbital energy (alpha / beta) = -10.7 / -10.8 eV
HOMO-LUMO gap (alpha / beta) = 5.6 / 5.9 eV
LUMO (alpha / beta) = -5.18 / -4.88 eV
<S²> = 1.054
ΔE to the lowest compared entry with this formula, charge and spin = 18.5 kJ/mol
DFT total energy = -418410.6647 eV



Record 5
Density functional theory data (ωB97M-V/def2-TZVPD) for C30H30CoN6O2S3Si as an isolated structure.

The geometry in ORCA input format:
```
! RIJCOSX wB97M-V def2-TZVPD def2/J DEFGRID3
* xyz 1 1
Co 0.559 -1.183 -0.867
S 5.059 -2.142 -0.307
S 1.526 0.094 1.692
S 1.360 -0.995 -5.371
Si -1.198 0.336 -1.010
O 2.151 -0.560 2.811
O 2.304 0.520 0.550
N -0.642 -2.613 -0.553
N 0.448 -0.909 1.006
N 3.024 -2.943 1.276
N 2.562 -2.011 -0.835
N 1.010 -1.311 -2.848
N -0.966 -1.457 -4.138
C -1.925 -4.560 -1.036
C 3.398 -2.381 0.105
C -0.638 3.757 3.290
C -1.067 3.123 -1.321
C -2.589 0.185 -2.287
C 1.573 3.282 -2.140
C -1.338 4.978 3.817
C 0.360 -1.251 -3.994
C -0.516 2.609 4.073
C 2.392 -1.243 -3.082
C -0.979 -2.735 0.771
C -2.313 -4.673 0.270
C -1.502 -2.962 3.465
C -1.827 -3.758 1.229
C 2.754 -1.042 -4.360
C 1.005 2.048 -1.849
C -0.321 1.942 -1.428
C -0.058 3.762 2.023
C -0.370 -1.813 1.664
C 3.241 -1.540 -1.941
C -1.078 -3.507 -1.413
C -0.624 -1.955 3.008
C -2.102 -3.843 2.612
C 0.817 4.439 -2.025
C 0.156 1.494 3.604
C 0.612 2.652 1.537
C 0.699 1.513 2.325
C 4.584 -1.517 -1.842
C -0.509 4.357 -1.617
C -2.221 0.456 0.556
H -2.874 -0.420 0.629
H 1.636 1.170 -1.926
H 3.687 -2.913 2.033
H -2.761 -4.620 2.977
H 5.313 -1.202 -2.570
H -1.688 -3.034 4.529
H -1.538 -1.308 -3.323
H -3.102 -0.783 -2.318
H 3.747 -0.979 -4.771
H -0.754 -3.402 -2.439
H -2.255 -5.262 -1.788
H -2.041 4.722 4.609
H 1.075 2.672 0.559
H -1.395 -1.186 -5.008
H -1.667 0.555 1.486
H 0.276 0.629 4.241
H -1.881 5.494 3.026
H -2.333 0.515 -3.291
H 1.258 5.401 -2.252
H 2.610 3.338 -2.449
H -3.330 0.899 -1.910
H -1.107 5.256 -1.528
H 2.081 -2.742 1.573
H -2.973 -5.472 0.586
H -0.613 5.682 4.231
H -0.124 4.651 1.407
H -0.944 2.593 5.068
H -0.138 -1.314 3.728
H -2.099 3.088 -0.986
H -2.875 1.328 0.463
*
```

Results
Highest occupied orbital energy (alpha / beta) = -10.5 / -10.5 eV
HOMO-LUMO gap (alpha / beta) = 7.4 / 7.4 eV
LUMO (alpha / beta) = -3.12 / -3.14 eV
ΔE to the lowest compared entry with this formula, charge and spin = 7.1 kJ/mol
DFT total energy = -122640.0608 eV



Record 6
Density functional theory data (ωB97M-V/def2-TZVPD) for C34H35BrIrN3O3 as an isolated structure.

The geometry in ORCA input format:
```
! RIJCOSX wB97M-V def2-TZVPD def2/J DEFGRID3
* xyz 0 5
Ir 0.118 0.046 0.033
Br 1.665 -1.961 1.160
O -0.080 -1.510 -1.257
O -0.093 0.089 2.620
O 1.475 3.254 -0.148
N -2.218 0.052 0.409
N 0.621 1.669 1.237
N 1.155 3.814 2.025
C 0.013 -2.772 -1.015
C -4.173 1.307 -0.195
C -2.384 2.726 -2.151
C -2.801 1.046 -0.350
C -0.941 -3.489 -3.327
C -2.329 -4.087 -3.602
C -1.538 3.259 -3.092
C -0.989 -2.004 -3.699
C -1.951 1.703 -1.283
C -1.112 -7.029 1.371
C -2.317 -1.713 2.022
C 1.521 5.171 1.691
C -3.019 -2.395 2.997
C -0.226 2.801 -3.217
C -0.495 -3.773 -1.894
C -0.071 -6.953 0.244
C 0.097 -4.164 -4.244
C 0.011 -5.513 -0.228
C 0.246 1.839 -2.337
C -4.989 -1.115 2.493
C 0.317 1.249 2.502
C -0.582 1.309 -1.372
C 0.648 -3.247 0.162
C -4.350 -2.098 3.246
C -0.489 -7.909 -0.877
C 1.297 -7.411 0.772
C 0.641 -4.557 0.567
C 0.879 3.433 3.292
C 0.494 2.175 3.587
C -4.306 -0.398 1.518
C -2.919 -0.669 1.288
C -4.915 0.615 0.721
C -0.500 -5.087 -1.452
C 1.100 2.907 0.954
H -1.510 -7.719 -1.200
H -2.517 -3.159 3.572
H -3.392 3.100 -2.070
H 2.446 5.163 1.115
H 2.074 -7.201 0.041
H 0.153 -5.234 -4.060
H 0.426 3.202 -3.977
H -1.659 -1.448 -3.048
H -1.346 -1.907 -4.724
H 1.277 -8.481 0.960
H 1.138 -4.822 1.485
H -1.139 -8.032 1.792
H 1.649 5.753 2.601
H -6.029 -0.889 2.671
H -2.101 -6.788 0.988
H -1.892 4.042 -3.746
H 0.741 5.617 1.072
H -5.967 0.812 0.852
H -0.003 -1.550 -3.643
H -0.440 -8.934 -0.516
H 0.276 1.844 4.586
H 1.555 -6.914 1.703
H 0.996 4.198 4.049
H -0.172 -4.005 -5.285
H 1.084 -3.737 -4.073
H -0.874 -6.327 2.166
H -4.892 -2.621 4.019
H -1.282 -1.952 1.840
H -3.067 -3.665 -2.924
H 0.181 -7.817 -1.729
H -4.646 2.060 -0.805
H 1.275 1.520 -2.409
H -2.627 -3.855 -4.622
H -0.918 -5.827 -2.111
H -2.334 -5.169 -3.494
*
```

Results
Highest occupied orbital energy (alpha / beta) = -5.5 / -7.6 eV
HOMO-LUMO gap (alpha / beta) = 6.1 / 4.4 eV
LUMO (alpha / beta) = 0.61 / -3.20 eV
<S²> = 6.073
DFT total energy = -119318.1292 eV



Record 7
Density functional theory data (ωB97M-V/def2-TZVPD) for an isolated molecule of C5H4N2.

The geometry in ORCA input format:
```
! RIJCOSX wB97M-V def2-TZVPD def2/J DEFGRID3
* xyz 0 1
N 1.254 1.326 0.140
N 1.332 0.008 -0.039
C -0.831 0.691 0.105
C -0.017 1.788 0.234
C -0.273 -1.776 -0.236
C -0.590 -2.929 -0.379
C 0.063 -0.395 -0.063
H 2.108 1.855 0.181
H -0.235 2.836 0.384
H -0.861 -3.953 -0.514
H -1.909 0.652 0.124
*
```

Results
Highest occupied orbital energy = -9.1 eV
HOMO-LUMO gap = 10.0 eV
SMILES string = C#Cc1cc[nH]n1
LUMO = 0.95 eV
ΔE to the lowest compared entry with this formula, charge and spin = 177.9 kJ/mol
DFT total energy = -8227.6498 eV



Record 8
Density functional theory data (ωB97M-V/def2-TZVPD) for an isolated molecule of C4H5NO.

The geometry in ORCA input format:
```
! RIJCOSX wB97M-V def2-TZVPD def2/J DEFGRID3
* xyz 0 1
O 2.125 0.589 -0.178
N -0.164 1.149 -0.118
C 0.264 -1.022 -0.128
C 0.825 0.214 -0.184
C -1.111 -0.835 0.154
C -1.380 0.513 0.095
H 2.621 -0.239 -0.087
H 0.000 2.141 -0.096
H -1.463 -1.620 0.794
H 0.713 -1.991 -0.283
H -2.292 1.100 0.083
*
```

Results
Highest occupied orbital energy = -7.7 eV
HOMO-LUMO gap = 8.6 eV
SMILES string = Oc1ccc[nH]1
LUMO = 0.84 eV
ΔE to the lowest compared entry with this formula, charge and spin = 101.4 kJ/mol
DFT total energy = -7765.4758 eV